(1)
DFT (ωB97M-V/def2-TZVPD) results for a single C15H12N2O6S molecule in a non-equilibrium geometry.

The HOMO-LUMO gap comes out at 9.27 eV. The HOMO energy is -9.0 eV. Its SMILES is COC(=O)c1ccc(NS(=O)(=O)c2ccc3[nH]c(=O)oc3c2)cc1. The calculation puts the relative energy (zero: lowest compared OMol25 entry of this formula, charge and spin) at 0.000 eV.

Each line ends with the natural charge from an NBO analysis.
Cartesian coordinates (Å):
S (2.197, 2.657, -0.608)  2.329
O (-3.994, -1.027, -1.619)  -0.598
O (3.093, 3.544, 0.065)  -0.930
O (2.400, -2.504, -1.341)  -0.444
O (-4.449, -0.724, 0.564)  -0.515
O (2.009, 2.776, -2.016)  -0.920
O (2.801, -4.679, -0.819)  -0.570
N (0.730, 2.867, 0.187)  -0.844
N (3.271, -2.959, 0.647)  -0.604
C (3.146, 0.720, 1.057)  -0.172
C (2.822, -3.521, -0.537)  0.868
C (3.430, -0.572, 1.473)  -0.245
C (2.600, 0.962, -0.192)  -0.353
C (-1.735, 0.663, -1.397)  -0.142
C (-2.301, 0.926, 0.926)  -0.167
C (-0.367, 2.035, 0.018)  0.174
C (-5.592, -1.562, 0.468)  -0.270
C (-3.728, -0.528, -0.553)  0.770
C (2.304, -0.047, -1.095)  -0.228
C (3.134, -1.593, 0.588)  0.114
C (-1.207, 1.748, 1.094)  -0.254
C (-0.645, 1.490, -1.236)  -0.280
C (2.581, -1.330, -0.678)  0.304
C (-2.571, 0.366, -0.321)  -0.132
H (-0.998, 2.183, 2.061)  0.210
H (-2.950, 0.708, 1.759)  0.234
H (1.901, 0.177, -2.067)  0.259
H (-1.966, 0.234, -2.360)  0.239
H (3.644, -3.500, 1.408)  0.434
H (-5.694, -1.937, -0.552)  0.219
H (-0.012, 1.748, -2.068)  0.245
H (-5.467, -2.393, 1.163)  0.189
H (0.853, 3.255, 1.109)  0.418
H (3.864, -0.772, 2.439)  0.230
H (3.367, 1.566, 1.689)  0.242
H (-6.471, -0.979, 0.744)  0.189

***

(2)
DFT (ωB97M-V/def2-TZVPD) results for 2 unconnected molecules or ions with the total composition C29H32N2O4 in a non-equilibrium geometry.

The HOMO-LUMO gap comes out at 1.89 eV. The HOMO energy is -4.1 eV. The calculation puts the relative energy (zero: lowest compared OMol25 entry of this formula, charge and spin) at 7.987 eV.

Each line ends with the natural charge from an NBO analysis.
Cartesian coordinates (Å):
O (2.215, -0.807, 3.568)  -0.515
O (3.740, 0.860, 3.392)  -0.706
O (-1.070, 5.987, -2.031)  -0.489
O (2.076, 1.907, 0.510)  -0.501
N (0.248, 0.875, 3.014)  -0.396
N (1.990, -1.749, -2.780)  -0.268
C (-0.233, 7.136, -1.768)  -0.258
C (0.502, 2.134, -1.989)  -0.160
C (-3.349, 1.264, 3.708)  -0.227
C (1.748, 2.816, 3.193)  -0.671
C (2.582, 0.457, 3.353)  0.738
C (-4.493, 0.478, 3.767)  -0.217
C (-2.097, 0.661, 3.431)  -0.064
C (0.917, 4.539, -2.125)  -0.323
C (1.393, 3.241, -2.039)  -0.074
C (1.436, 1.390, 3.046)  -0.002
C (-4.402, -0.909, 3.579)  -0.275
C (0.872, -2.490, -2.591)  0.072
C (-3.157, -1.517, 3.347)  -0.236
C (1.941, -2.242, -5.116)  -0.225
C (2.627, -1.053, -1.586)  -0.218
C (2.535, -1.629, -4.018)  0.072
C (-1.374, 3.663, -2.268)  -0.272
C (2.719, 1.093, -0.161)  0.519
C (-0.487, 4.768, -2.156)  0.344
C (2.071, 0.297, -1.241)  -0.193
C (3.196, -1.625, 4.273)  -0.084
C (-0.877, 2.387, -2.210)  -0.137
C (3.097, -3.033, 3.756)  -0.621
C (0.779, -2.993, -4.945)  -0.140
C (-2.006, -0.735, 3.296)  -0.172
C (0.901, 0.762, -1.781)  -0.066
C (0.251, -3.129, -3.662)  -0.224
C (-0.893, 1.440, 3.295)  -0.115
C (4.178, 0.894, 0.138)  -0.725
H (2.949, -1.556, 5.341)  0.177
H (4.308, 0.354, 1.082)  0.281
H (-0.642, -3.716, -3.454)  0.253
H (-3.084, -2.591, 3.193)  0.195
H (-1.537, 1.532, -2.313)  0.208
H (-0.940, 2.519, 3.511)  0.141
H (0.513, -2.560, -1.564)  0.251
H (2.528, -1.751, -0.735)  0.232
H (1.289, 3.402, 2.390)  0.207
H (2.408, -2.114, -6.093)  0.250
H (3.542, -3.089, 2.756)  0.193
H (3.691, -0.958, -1.828)  0.228
H (-0.947, 7.950, -1.659)  0.206
H (1.378, 3.197, 4.165)  0.192
H (1.606, 5.392, -2.153)  0.222
H (-2.436, 3.870, -2.384)  0.231
H (4.687, 0.375, -0.675)  0.178
H (3.452, -1.042, -4.082)  0.239
H (-5.304, -1.517, 3.612)  0.198
H (0.292, -3.464, -5.794)  0.243
H (0.443, 7.329, -2.612)  0.178
H (4.643, 1.876, 0.280)  0.254
H (-5.461, 0.946, 3.945)  0.201
H (-1.020, -1.169, 3.132)  0.222
H (3.668, -3.697, 4.409)  0.208
H (2.836, 2.921, 3.143)  0.240
H (0.350, 7.012, -0.843)  0.192
H (0.247, 0.026, -2.256)  0.180
H (2.464, 3.073, -2.033)  0.204
H (-3.385, 2.344, 3.851)  0.202
H (2.064, -3.396, 3.704)  0.215
H (4.194, -1.209, 4.096)  0.208

***

(3)
DFT (ωB97M-V/def2-TZVPD) results for 2 unconnected molecules or ions with the total composition C5H13NSi in a non-equilibrium geometry.

The HOMO-LUMO gap (alpha / beta) comes out at 7.63 / 7.62 eV. The HOMO energy (alpha / beta) is -7.6 / -7.6 eV. The calculation puts the relative energy (zero: lowest compared OMol25 entry of this formula, charge and spin) at 4.062 eV.

Each line ends with the natural charge from an NBO analysis.
Cartesian coordinates (Å):
Si (-0.786, -0.518, -0.293)  1.478
N (0.763, -0.943, 0.276)  -0.849
C (-1.808, 2.212, 0.521)  -0.775
C (-2.065, -1.907, -0.289)  -1.122
C (0.931, -0.309, -1.052)  -0.383
C (1.547, 1.065, -1.118)  -0.645
C (1.703, -0.892, 1.348)  -0.396
H (2.116, 0.114, 1.482)  0.178
H (-2.279, 2.034, 1.466)  0.183
H (1.364, -0.994, -1.783)  0.191
H (-1.576, -2.877, -0.232)  0.252
H (-2.464, 2.480, -0.285)  0.183
H (2.533, -1.581, 1.158)  0.186
H (2.635, 1.011, -1.051)  0.205
H (-2.677, -1.875, -1.183)  0.245
H (-0.881, 2.750, 0.557)  0.181
H (1.173, 1.679, -0.302)  0.212
H (1.204, -1.188, 2.270)  0.203
H (-2.722, -1.807, 0.569)  0.251
H (1.289, 1.547, -2.060)  0.221

***

(4)
DFT (ωB97M-V/def2-TZVPD) results for a single C21H32N6O2S molecule in a non-equilibrium geometry.

The HOMO-LUMO gap comes out at 8.29 eV. The HOMO energy is -7.9 eV. Its SMILES is Cc1cc(=O)n2nc(N3CCC[C@@H]3C(=O)NCCCN3C[C@H](C)C[C@@H](C)C3)sc2n1. The calculation puts the relative energy (zero: lowest compared OMol25 entry of this formula, charge and spin) at 0.042 eV.

Each line ends with the natural charge from an NBO analysis.
Cartesian coordinates (Å):
S (1.385, -4.959, 1.221)  0.346
O (0.967, -2.056, -3.797)  -0.640
O (0.136, -0.403, 2.133)  -0.611
N (-0.847, 2.702, -0.745)  -0.454
N (0.716, -2.597, 1.915)  -0.248
N (1.629, -3.855, 3.675)  -0.521
N (0.450, -4.101, -1.188)  -0.410
N (0.848, -1.153, -1.727)  -0.633
N (0.382, -2.645, 0.608)  -0.366
C (0.559, -1.404, 2.670)  0.630
C (-1.774, 3.631, 1.303)  -0.217
C (-0.709, -4.198, -3.217)  -0.406
C (0.781, -5.386, -1.770)  -0.214
C (1.631, 0.033, -2.002)  -0.203
C (1.896, -2.989, 5.899)  -0.639
C (1.470, -2.778, 4.485)  0.256
C (-3.217, 3.293, 0.936)  -0.614
C (-0.322, 3.979, -1.178)  -0.213
C (0.964, -1.594, 4.030)  -0.390
C (-0.297, -3.242, -2.099)  -0.126
C (-0.320, 1.551, -1.440)  -0.196
C (0.665, -3.789, 0.080)  0.318
C (-1.365, 5.029, 0.830)  -0.393
C (0.587, -2.087, -2.644)  0.666
C (-0.815, 2.601, 0.701)  -0.223
C (1.148, 1.194, -1.143)  -0.442
C (1.256, -3.718, 2.449)  0.283
C (-0.731, 6.463, -1.141)  -0.599
C (0.444, -5.201, -3.246)  -0.411
C (-1.247, 5.099, -0.693)  -0.223
H (-0.807, -3.668, -4.161)  0.254
H (-0.950, 0.698, -1.171)  0.196
H (0.197, 2.782, 1.101)  0.165
H (-0.669, 6.512, -2.226)  0.205
H (1.834, -5.625, -1.597)  0.211
H (0.168, -6.172, -1.311)  0.193
H (-0.394, 5.279, 1.268)  0.196
H (-1.650, -4.691, -2.972)  0.208
H (-1.146, -2.799, -1.568)  0.230
H (2.691, -0.166, -1.797)  0.190
H (-3.306, 3.160, -0.138)  0.217
H (-1.397, 7.252, -0.799)  0.208
H (1.288, -4.757, -3.772)  0.231
H (-0.276, 3.988, -2.271)  0.198
H (-3.892, 4.084, 1.256)  0.201
H (0.862, -0.742, 4.682)  0.233
H (0.260, 6.650, -0.732)  0.199
H (1.528, 0.255, -3.068)  0.215
H (0.176, -6.138, -3.728)  0.223
H (-1.113, 1.593, 0.993)  0.222
H (-0.436, 1.730, -2.513)  0.189
H (1.782, -2.080, 6.480)  0.217
H (2.935, -3.313, 5.922)  0.233
H (1.784, 2.060, -1.336)  0.208
H (1.240, 0.924, -0.090)  0.217
H (-2.087, 5.769, 1.180)  0.204
H (0.537, -1.287, -0.771)  0.437
H (0.697, 4.167, -0.791)  0.155
H (-2.234, 4.934, -1.132)  0.201
H (-1.676, 3.595, 2.394)  0.201
H (1.299, -3.783, 6.343)  0.233
H (-3.516, 2.367, 1.420)  0.207